1.
ORCA calculation (the ωB97M-V functional and the def2-TZVPD basis) on a 8-piece molecular cluster, C5H27NO9 overall.

Last column: Löwdin charge in e.
Geometry (Å):
C -0.878 0.840 2.418  -0.2063
N -0.763 2.106 1.668  -0.0332
C -0.294 2.170 0.316  -0.2432
O -1.255 1.834 -0.715  -0.0822
C -2.207 0.079 2.447  -0.1901
C -2.505 -0.898 1.323  -0.1827
C -1.387 -1.934 1.073  -0.2316
O -0.768 -2.321 2.309  -0.0831
H -0.087 0.173 2.087  0.0894
H -0.638 1.104 3.453  0.1168
H -1.543 2.721 1.844  0.1163
H 0.568 1.519 0.154  0.1130
H -0.075 3.212 0.079  0.1265
H -1.930 1.240 -0.389  0.0607
H -3.054 0.754 2.599  0.1122
H -2.210 -0.514 3.369  0.1124
H -2.746 -0.409 0.378  0.0896
H -3.410 -1.494 1.520  0.1149
H -0.618 -1.510 0.427  0.1058
H -1.772 -2.861 0.666  0.1136
H 0.096 -1.885 2.369  0.0698
H 3.355 1.204 -0.927  -0.0025
H 3.434 2.777 -0.813  0.0464
O 3.639 1.959 -0.350  -0.0855
H 1.765 -0.001 -2.030  0.0123
H 2.537 -0.674 -0.788  0.0015
O 2.644 -0.138 -1.606  -0.0927
H -0.415 0.930 -1.981  0.0232
H -0.468 0.243 -3.403  0.0313
O 0.109 0.360 -2.603  -0.0978
H 0.409 -3.105 -3.949  0.0716
H 0.035 -1.905 -2.992  0.0380
O -0.328 -2.651 -3.509  -0.0570
H -1.344 -1.465 -4.426  0.0152
H -2.590 -0.563 -4.455  0.0511
O -1.645 -0.549 -4.624  -0.0693
H 1.969 1.232 2.393  0.0560
H 3.188 1.386 1.426  0.0317
O 2.849 0.859 2.183  -0.0564
H 3.249 -1.911 0.879  0.0722
H 2.634 -0.559 1.381  0.0085
O 2.453 -1.358 0.800  -0.0864

Forces on the atoms, in the same order (eV/Å):
0.022 0.518 0.040
0.118 -0.594 -0.444
-0.690 0.023 0.334
-0.106 0.165 -0.372
-0.338 -0.324 0.537
-0.233 -0.878 -0.527
0.550 0.585 0.832
0.283 0.195 0.022
0.187 0.015 -0.185
-0.021 -0.134 0.005
0.023 0.156 -0.015
0.138 0.135 0.315
0.366 -0.132 0.101
-0.094 -0.263 0.371
0.080 0.244 -0.243
0.217 0.073 -0.139
0.123 0.151 -0.182
0.092 0.463 0.374
-0.037 -0.163 -0.288
-0.187 0.053 -0.472
-0.310 -0.356 -0.067
-0.159 0.221 -0.095
0.026 -0.207 0.018
0.083 0.110 0.337
0.423 -0.110 0.356
-0.274 0.098 -0.332
-0.174 -0.074 -0.294
0.364 -0.430 -0.487
0.426 0.159 0.651
-0.868 0.106 -0.296
-0.215 0.381 0.342
0.106 -0.428 -0.208
0.235 0.074 0.050
-0.040 0.354 -0.108
-0.113 0.104 -0.020
0.080 -0.364 -0.003
0.730 -0.115 -0.166
-0.099 0.100 -0.004
-0.611 0.448 0.065
-0.466 0.196 0.014
-0.098 -0.543 -0.319
0.460 -0.012 0.502

Computed properties:
- structure (SMILES) = OCCCCNCO.O.O.O.O.O.O.O
- multiplicity = 1
- Kohn-Sham gap (Eh) = 0.3705
- F_max (eV/Å) = 1.2
- highest occupied orbital energy (Eh) = -0.355



2.
ORCA calculation (the ωB97M-V functional and the def2-TZVPD basis) on a 12-piece molecular cluster, C24H36N12 overall.

Last column: Löwdin charge in e.
Geometry (Å):
C -8.099 -14.396 12.898  -0.0606
C -7.124 -13.565 12.230  -0.2681
N -6.335 -12.858 11.784  0.1427
H -7.750 -15.391 12.905  0.0706
H -9.072 -14.285 12.400  0.0823
H -8.209 -13.992 13.879  0.0244
C -10.310 -14.631 17.837  -0.0615
C -9.181 -14.834 16.928  -0.2533
N -8.325 -14.895 16.163  0.1369
H -10.014 -13.978 18.564  0.0479
H -10.565 -15.577 18.308  0.0879
H -11.112 -14.134 17.372  0.0466
C -9.687 -10.377 14.024  -0.0812
C -10.194 -11.444 14.900  -0.2654
N -10.734 -12.276 15.459  0.1425
H -9.615 -9.447 14.610  0.0343
H -10.304 -10.307 13.122  0.0444
H -8.645 -10.656 13.779  0.0292
C -8.115 -6.741 12.076  -0.0507
C -7.804 -7.293 10.785  -0.2443
N -7.553 -7.933 9.873  0.1623
H -7.517 -7.171 12.883  0.0435
H -9.169 -6.789 12.226  0.0407
H -7.903 -5.686 12.102  0.0846
C -5.586 -12.203 15.359  -0.0616
C -4.994 -11.087 16.149  -0.2456
N -4.448 -10.250 16.740  0.1229
H -5.296 -12.032 14.337  0.0427
H -6.657 -12.369 15.541  0.0725
H -5.057 -13.080 15.660  0.0703
C -5.513 -7.547 7.315  -0.0996
C -4.363 -8.231 7.760  -0.3103
N -3.358 -8.618 8.111  0.1403
H -5.285 -6.998 6.405  0.0849
H -5.731 -6.731 8.028  0.0878
H -6.387 -8.090 7.027  0.0713
C -2.679 -8.574 14.517  -0.1037
C -3.620 -7.534 14.076  -0.2662
N -4.498 -6.762 13.900  0.1229
H -2.826 -8.724 15.617  0.0624
H -1.564 -8.371 14.308  0.1116
H -2.984 -9.514 14.055  0.0098
C -2.559 -12.230 10.216  -0.0698
C -2.299 -11.707 11.567  -0.2599
N -2.198 -11.105 12.540  0.1494
H -2.120 -11.559 9.437  0.0931
H -3.659 -12.274 10.084  0.0698
H -2.136 -13.259 10.091  0.0900
C -12.923 -7.156 14.893  -0.0958
C -12.082 -7.344 13.771  -0.3109
N -11.584 -7.463 12.750  0.1552
H -12.704 -7.812 15.742  0.0759
H -13.955 -7.352 14.574  0.0911
H -12.874 -6.101 15.251  0.1018
C -10.380 -9.852 10.076  -0.0500
C -10.637 -11.157 10.733  -0.2727
N -10.768 -12.134 11.315  0.1387
H -10.422 -9.105 10.851  0.0351
H -11.146 -9.657 9.358  0.0759
H -9.318 -9.931 9.838  0.0663
C -5.066 -9.502 11.386  -0.0621
C -5.977 -9.517 12.494  -0.2594
N -6.788 -9.606 13.324  0.1802
H -4.146 -9.048 11.717  0.0666
H -5.490 -8.933 10.576  0.0391
H -4.941 -10.508 11.005  0.0539
C -7.368 -7.120 15.968  -0.0630
C -8.788 -7.337 16.001  -0.2497
N -9.928 -7.579 16.038  0.1542
H -6.826 -7.926 16.461  0.0869
H -7.167 -6.161 16.447  0.0931
H -7.019 -7.134 14.941  0.0288

Forces on the atoms, in the same order (eV/Å):
-0.745 1.180 -0.872
0.500 0.616 -0.273
-0.036 -0.148 -0.086
0.146 -1.195 0.204
0.257 -0.211 0.019
-0.108 -0.097 0.913
0.681 -2.028 -0.929
-0.232 0.442 -0.488
-0.034 -0.174 0.329
1.022 1.657 2.187
-0.297 0.005 -0.097
-1.076 0.170 -1.034
0.948 -0.515 0.768
-0.145 1.288 -1.395
-0.321 -1.072 1.022
-0.295 -0.267 -0.483
0.162 0.087 0.437
-0.642 0.276 -0.206
0.444 1.023 0.364
0.151 -0.530 0.781
0.136 -0.113 -1.023
-0.287 -0.359 -0.373
-0.861 -0.495 0.420
0.281 0.575 -0.195
0.379 0.873 0.838
0.248 0.563 0.464
-0.914 -1.112 -0.813
-0.472 0.100 -0.600
0.383 0.366 -0.247
0.261 -0.788 0.325
-0.892 2.346 -0.621
-0.559 0.091 -0.313
1.730 -1.070 0.753
0.476 0.011 -0.249
-0.308 -0.682 -0.093
-0.450 -0.752 0.559
1.058 0.052 0.562
-2.542 2.261 0.135
2.875 -2.431 0.215
0.152 0.286 -0.873
-1.953 -0.142 0.112
0.320 0.086 -0.082
0.176 -0.562 -0.339
-0.231 0.506 -0.739
0.140 -0.442 0.101
-0.349 -0.453 0.770
0.600 -0.057 0.003
-0.391 0.904 0.141
-1.215 0.756 1.739
0.125 -0.115 -0.736
0.726 -0.148 -0.538
0.222 0.136 -0.342
0.187 0.079 0.073
0.052 -0.762 -0.260
0.623 -1.497 1.673
-0.116 0.841 -0.184
-0.055 -0.472 0.065
-0.269 0.439 0.352
0.117 0.183 -0.916
-0.280 0.447 -1.039
0.167 0.058 -0.228
-2.099 -0.588 1.508
1.680 0.429 -1.123
0.509 -0.020 -0.168
-0.131 0.398 -0.184
0.221 -0.272 0.212
0.506 0.135 -0.012
-2.729 -0.988 0.184
2.083 0.669 -0.067
-0.124 0.043 0.214
0.292 -0.074 -0.115
0.118 0.254 -0.104

Computed properties:
- structure (SMILES) = CC#N.CC#N.CC#N.CC#N.CC#N.CC#N.CC#N.CC#N.CC#N.CC#N.CC#N.CC#N
- multiplicity = 1
- Kohn-Sham gap (Eh) = 0.4315
- F_max (eV/Å) = 3.8
- highest occupied orbital energy (Eh) = -0.407



3.
ORCA calculation (the ωB97M-V functional and the def2-TZVPD basis) on C4H8NO2 as an isolated structure.

Last column: Löwdin charge in e.
Geometry (Å):
C 1.959 0.107 0.577  -0.0425
N 2.384 1.148 -1.635  -0.0035
C 0.098 1.488 -0.728  -0.0474
C 1.536 1.024 -0.607  -0.4897
C -1.793 -1.378 0.949  -0.7312
O -2.254 -0.345 1.481  -0.1595
O -1.945 -1.870 -0.185  -0.1521
H 3.020 0.073 0.371  0.0547
H 1.642 0.595 1.495  0.0755
H 1.616 -0.905 0.383  0.0797
H -1.116 -1.951 1.652  0.0764
H -0.459 0.704 -1.238  0.0914
H 0.054 2.518 -1.071  0.0715
H -0.333 1.522 0.285  0.0696
H 1.719 0.218 -1.661  0.1071

Forces on the atoms, in the same order (eV/Å):
0.126 1.443 -1.331
-1.215 -0.227 1.136
0.312 0.391 2.435
0.382 -0.884 -1.203
0.193 0.012 0.559
-0.096 0.119 -0.395
0.008 0.224 -0.098
0.429 0.026 0.822
0.086 -0.640 0.349
-0.715 0.012 0.482
0.088 -0.225 -0.123
-0.207 0.353 -0.363
-0.107 -0.286 -0.833
-0.167 -0.242 -0.225
0.883 -0.076 -1.212

Computed properties:
- charge = -1
- multiplicity = 1
- Kohn-Sham gap (Eh) = 0.2860
- F_max (eV/Å) = 2.5
- highest occupied orbital energy (Eh) = -0.152



4.
ORCA calculation (the ωB97M-V functional and the def2-TZVPD basis) on one molecule with the formula C4H12N2OS.

Last column: Löwdin charge in e.
Geometry (Å):
C -0.573 -0.834 -0.185  -0.2031
N -0.569 -1.115 1.208  -0.0893
C 0.353 -2.048 1.820  -0.2723
O 1.177 -1.520 2.931  -0.1262
C -0.698 0.804 -0.363  -0.4603
C -0.467 1.239 -1.850  -0.4917
S 1.351 1.192 -2.014  0.6736
N -1.959 1.105 0.157  0.0735
H -1.526 -1.200 -0.798  0.1366
H 0.332 -1.143 -0.781  0.0972
H -0.808 -0.336 1.823  0.1140
H -0.328 -2.939 2.070  0.1275
H 1.138 -2.371 1.092  0.1191
H 0.823 -1.754 3.892  0.1375
H 0.091 1.443 0.204  0.1276
H -0.733 2.201 -2.069  0.0195
H -0.851 0.621 -2.663  0.0722
H 1.619 1.318 -0.661  -0.1157
H -2.699 0.650 -0.229  0.0577
H -2.079 1.705 0.809  0.0026

Forces on the atoms, in the same order (eV/Å):
-0.062 2.431 -2.207
0.444 0.202 0.823
0.005 -1.222 0.236
-2.150 -0.930 1.768
0.986 -0.951 -0.375
1.792 -2.362 1.059
0.760 0.011 0.334
1.998 -2.701 -3.667
1.706 0.365 1.324
-0.725 -0.162 0.974
-0.009 -0.366 -0.521
1.655 0.829 0.495
-0.833 0.178 0.326
0.701 0.556 -3.408
-1.424 -1.564 -0.444
-1.092 2.560 -0.052
-0.226 -0.437 0.419
-0.022 -0.074 -1.231
-2.426 -1.256 -0.874
-1.080 4.894 5.019

Computed properties:
- structure (SMILES) = N[C@H](CS)CNCO
- multiplicity = 1
- Kohn-Sham gap (Eh) = 0.3330
- F_max (eV/Å) = 7.1
- highest occupied orbital energy (Eh) = -0.302



One value per record, in order, for M: 245.27 492.64 102.11 136.22 u.